(1)
ORCA calculation (the ωB97M-V functional and the def2-TZVPD basis) on C18H18Cl2NO6SV as an isolated structure in a non-equilibrium geometry.

Results
Net charge: +1
ΔE to the lowest compared entry with this formula, charge and spin (kcal per mole): 66.2
Highest occupied orbital energy (alpha / beta) (eV): -12.270 / -12.270
Frontier orbital gap (alpha / beta) (Ha): 0.26140 / 0.24518
Total energy (eV): -94292.8250
2S+1: 2

Last column: Löwdin spin population.
Atoms and positions in Å:
V  -2.03370  0.69964  0.62267  0.97
Cl  -1.76689  -5.62387  3.71552  0.00
C  -2.01264  -4.03009  3.14327  0.00
C  -2.86277  -3.17693  3.86031  0.02
C  -3.08507  -1.88879  3.41123  0.00
Cl  -4.09500  -0.77591  4.23086  0.00
C  -2.45463  -1.43332  2.23726  0.01
O  -2.63038  -0.25690  1.73907  -0.02
C  -1.56384  -2.29345  1.52205  0.00
C  -0.92734  -1.78008  0.35576  0.07
O  -1.02485  -0.58445  -0.03479  -0.01
C  -1.36839  -3.60434  1.99533  0.02
H  -3.34714  -3.52910  4.75797  0.00
H  -0.31438  -2.45719  -0.24986  0.00
H  -0.70514  -4.27346  1.47367  0.00
C  3.27218  -2.96294  -1.42639  0.00
C  2.93755  -1.51108  -1.30712  0.00
C  3.38542  -0.58558  -2.24847  0.00
C  3.05964  0.75447  -2.12985  0.00
C  2.27050  1.16639  -1.07200  0.00
C  1.84406  0.27631  -0.10212  0.00
C  2.18695  -1.05976  -0.22089  0.00
S  1.77416  2.87759  -1.00197  0.00
O  0.78557  3.02330  0.04334  0.00
O  2.89189  3.75737  -1.03247  0.00
N  0.99955  3.03233  -2.50151  0.00
C  -0.34797  2.53682  -2.52537  0.00
C  -1.37723  3.52063  -1.91885  0.00
C  -2.53996  2.74472  -1.34718  0.00
O  -3.67735  2.77319  -1.72973  0.00
O  -2.18030  1.92931  -0.37133  -0.01
H  3.79961  -3.16818  -2.35293  0.00
H  2.37270  -3.57745  -1.39006  0.00
H  3.90732  -3.26411  -0.59424  0.00
H  4.00047  -0.91686  -3.07216  0.00
H  3.40702  1.48843  -2.83922  0.00
H  1.26466  0.64374  0.73616  0.00
H  1.88367  -1.76434  0.54267  0.00
H  1.12105  3.94689  -2.91314  0.00
H  -0.33094  1.60739  -1.93863  0.00
H  -0.63230  2.30385  -3.55609  0.00
H  -1.73197  4.23373  -2.66354  0.00
H  -0.89956  4.05096  -1.08903  0.00
C  -0.93645  1.65651  2.11764  -0.04
H  -0.30904  2.42376  1.66597  0.00
H  -0.32306  0.95455  2.68566  0.00
H  -1.68565  2.11632  2.77252  0.00


(2)
ORCA calculation (the ωB97M-V functional and the def2-TZVPD basis) on C34H26Br2NO2PS3Y as an isolated structure in a non-equilibrium geometry.

Results
Net charge: +1
ΔE to the lowest compared entry with this formula, charge and spin (kcal per mole): 3.9
Highest occupied orbital energy (eV): -10.584
Frontier orbital gap (Ha): 0.28572
Total energy (eV): -224188.6171

Last column: Mulliken charge in e.
Atoms and positions in Å:
Y  -0.58283  0.66811  -0.14785  0.46
C  2.72301  1.26761  1.39357  -0.87
C  1.59884  1.43956  2.36487  0.61
C  1.85954  1.90600  3.66637  -1.19
C  0.84469  2.01716  4.57081  -0.83
C  -0.47188  1.68074  4.19501  0.55
C  -1.59463  1.75665  5.05054  -0.08
Br  -1.38351  2.29277  6.85428  -0.19
C  -2.84312  1.45545  4.59012  -0.42
C  -3.03047  1.07338  3.25643  -0.16
Br  -4.78386  0.76911  2.62571  -0.13
C  -1.98009  0.97771  2.35977  0.73
O  -2.15275  0.65226  1.08560  -1.15
C  -0.66979  1.25981  2.85959  0.22
N  0.37308  1.12632  1.97443  0.65
H  3.67171  1.13549  1.91088  0.56
H  2.79737  2.16259  0.77389  0.25
H  2.55331  0.40668  0.74519  -0.09
H  2.87479  2.16043  3.93627  0.51
H  1.03960  2.35437  5.57947  0.40
H  -3.70022  1.53206  5.24421  0.46
O  -0.18323  -1.45886  0.25120  -0.43
S  -1.12952  -2.08896  1.28168  0.11
C  -0.81965  -3.84977  1.20971  0.64
C  -0.47846  -4.46848  0.01863  -0.41
C  -0.28557  -5.83939  0.01430  -0.76
C  -0.44312  -6.57147  1.18540  -0.46
C  -0.78193  -5.93571  2.37142  -0.75
C  -0.96313  -4.56134  2.39126  -0.16
C  -2.72321  -2.10817  0.44836  0.91
C  -2.83603  -1.65435  -0.85579  0.01
C  -4.09303  -1.57509  -1.43526  -0.87
C  -5.21016  -1.98222  -0.71942  -0.58
C  -5.07759  -2.46465  0.57430  -0.68
C  -3.82935  -2.51100  1.17407  -0.79
H  -0.36878  -3.88324  -0.88644  0.37
H  -0.01676  -6.34037  -0.90598  0.42
H  -0.29482  -7.64282  1.17243  0.41
H  -0.89365  -6.50724  3.28276  0.41
H  -1.21095  -4.04568  3.31191  0.49
H  -1.95325  -1.41984  -1.44322  0.56
H  -4.19306  -1.21028  -2.44871  0.49
H  -6.18805  -1.92657  -1.17875  0.42
H  -5.95318  -2.77943  1.12592  0.42
H  -3.71974  -2.84326  2.20015  0.42
S  -0.99183  1.14746  -2.79802  -0.50
P  0.63080  2.24770  -2.31237  1.88
S  0.33156  3.19676  -0.55606  -0.56
C  2.03242  1.07716  -2.07857  0.24
C  3.32632  1.58998  -2.01578  -0.79
C  4.39491  0.74086  -1.78099  -0.61
C  4.17947  -0.61937  -1.59123  -0.53
C  2.89451  -1.13518  -1.65008  -0.79
C  1.81936  -0.29119  -1.90260  -0.43
C  1.21502  3.38916  -3.58112  0.52
C  1.39657  4.73396  -3.28005  -0.32
C  1.95341  5.57657  -4.23125  -0.72
C  2.33269  5.07018  -5.46539  -0.40
C  2.13858  3.72787  -5.76630  -0.73
C  1.57687  2.88084  -4.82751  -0.33
H  3.49282  2.65106  -2.15904  0.47
H  5.40074  1.13866  -1.74800  0.43
H  5.01638  -1.28195  -1.41432  0.42
H  2.72493  -2.19519  -1.51283  0.45
H  0.83047  -0.72092  -2.05003  0.91
H  1.10171  5.11366  -2.31122  0.33
H  2.08991  6.62546  -4.00512  0.41
H  2.77704  5.72935  -6.19963  0.39
H  2.43147  3.34597  -6.73533  0.40
H  1.40728  1.83504  -5.05627  0.41


(3)
ORCA calculation (the ωB97M-V functional and the def2-TZVPD basis) on a 2-piece molecular cluster, CH2BF3O2 overall in a non-equilibrium geometry.

Results
ΔE to the lowest compared entry with this formula, charge and spin (kcal per mole): 96.0
Highest occupied orbital energy (eV): -8.231
Frontier orbital gap (Ha): 0.26213
Total energy (eV): -13991.8004

Last column: Mulliken charge in e.
Atoms and positions in Å:
B  -0.28541  -0.51954  -1.21311  0.42
C  0.17659  1.07514  1.30048  0.07
O  -1.39574  -0.75718  -1.71049  -0.27
O  0.99261  -0.91524  -1.16464  -0.32
F  -0.85115  0.74444  2.18175  -0.24
F  1.09677  0.10805  1.64983  -0.26
F  0.74057  2.29373  1.67352  -0.23
H  -1.79589  -1.31077  -2.45222  0.41
H  1.32166  -0.71863  -0.26512  0.42